{
  "formula": "C5H7NO",
  "method": "ωB97M-V/def2-TZVPD",
  "de_lowest_ev": 1.9715,
  "fmax_ev_per_a": 0.5,
  "homo_ev": -9.48,
  "smiles": "C[C@]12N[C@H]1CC2=O",
  "symbols": ["H", "H", "H", "C", "O", "C", "H", "C", "C", "H", "H", "C", "N", "H"],
  "coordinates": [[1.7958, 1.5384, -0.5072], [-2.4836, -0.6509, -0.5485], [0.8087, -1.7869, 0.5010], [-1.9241, 0.0475, 0.0798], [0.4607, -0.2996, -2.3585], [1.6372, 0.4796, -0.2666], [-2.2292, -0.1091, 1.1183], [0.5258, -0.0791, -1.1809], [0.6669, 0.2573, 0.8912], [0.5839, 0.8516, 1.7940], [2.6073, -0.0232, -0.2339], [-0.4480, -0.1880, -0.0113], [0.1893, -1.1055, 0.9346], [-2.1907, 1.0682, -0.2120]],
  "mulliken_charge": [0.264, 0.298, 0.263, -1.212, -0.573, -0.478, 0.367, 0.110, -0.240, 0.389, 0.277, 0.851, -0.586, 0.269]
}

***

{
  "formula": "C2HClN2O",
  "method": "ωB97M-V/def2-TZVPD",
  "de_lowest_ev": 3.4252,
  "fmax_ev_per_a": 8.3,
  "homo_ev": -11.77,
  "symbols": ["Cl", "C", "O", "C", "N", "H", "N"],
  "coordinates": [[-2.5043, -0.7819, -0.0023], [1.7997, 0.3003, -0.0604], [-1.1171, 1.4660, 0.1371], [-1.0046, 0.2958, 0.0841], [2.8207, 0.7648, -0.1824], [0.0100, -1.5052, -0.1301], [-0.0045, -0.5398, 0.1541]],
  "mulliken_charge": [-0.208, 0.174, -0.392, 0.653, -0.231, 0.292, -0.288]
}

***

What did the second record say?
{
  "formula": "C2HClN2O",
  "method": "ωB97M-V/def2-TZVPD",
  "de_lowest_ev": 3.4252,
  "fmax_ev_per_a": 8.3,
  "homo_ev": -11.77,
  "symbols": ["Cl", "C", "O", "C", "N", "H", "N"],
  "coordinates": [[-2.5043, -0.7819, -0.0023], [1.7997, 0.3003, -0.0604], [-1.1171, 1.4660, 0.1371], [-1.0046, 0.2958, 0.0841], [2.8207, 0.7648, -0.1824], [0.0100, -1.5052, -0.1301], [-0.0045, -0.5398, 0.1541]],
  "mulliken_charge": [-0.208, 0.174, -0.392, 0.653, -0.231, 0.292, -0.288]
}

***

Q: Number 2 is which compound?
A: C2HClN2O